A molecular structure, C44H80F12O22S4Zr in a non-equilibrium geometry, computed with wB97M-V/def2-TZVPD.

Geometry as XYZ:
```
163
Properties=species:S:1:pos:R:3:mulliken_charge:R:1
Zr 3.2127 2.4148 -0.6369 -0.770
S 4.2327 3.2819 -3.2264 1.371
S 1.9918 5.0823 -0.6393 1.508
S 5.2777 0.4739 0.0805 1.221
S 0.9783 0.5967 0.0108 1.826
F 2.0990 -1.8242 -0.1163 -0.068
F 3.7254 2.5411 -5.6815 -0.203
F 4.7320 0.9936 -4.4200 -0.153
F 0.0505 -1.6863 -0.8755 0.632
F 0.1997 6.3709 -2.1742 -0.151
F 1.6610 5.3239 -3.3214 -0.127
F 5.8800 2.6014 -5.2229 -0.212
F 0.4042 -1.6914 1.2408 -0.222
F 5.9973 -1.0338 2.2406 -0.228
F 3.8800 -0.7075 2.0047 -0.119
F 2.3150 7.0951 -2.3518 -0.225
F 4.8104 -2.1361 0.6808 -0.171
O -1.5401 5.2097 0.1163 -0.153
O -0.3123 1.2014 0.2212 -0.936
O 1.6312 1.0447 -1.2225 -0.930
O -2.3859 -2.7286 -4.3572 -0.517
O 2.8960 2.8862 -2.7767 -0.645
O 0.5284 0.4117 2.9722 0.792
O 4.8823 2.7712 -2.0138 -0.698
O 1.4993 3.6828 -0.6296 -0.349
O 2.2010 -4.4394 3.9914 -0.468
O 3.3562 4.5470 -0.7685 -0.492
O -0.6605 -6.0595 -0.1716 -0.591
O 2.9807 3.4298 1.6226 2.091
O 4.4614 4.7016 -3.4930 -0.700
O 1.7184 5.8420 0.5887 -0.674
O 0.2975 2.5281 -3.5732 0.308
O -2.9601 -2.5737 3.3840 -0.367
O 6.6331 0.4808 -0.5291 -0.645
O -5.3474 0.5407 0.0028 -0.568
O 4.8022 1.7021 0.6846 -0.536
O 4.1995 0.4657 -0.9509 -0.412
O 2.1071 1.1931 0.7519 -0.314
O 2.8275 -0.6590 -3.0907 -0.016
C 1.9824 4.3491 3.5188 -0.425
C -1.5670 -5.9192 1.9614 -0.663
C -1.1525 -0.1777 4.4896 -0.954
C -3.0407 -2.0091 2.0830 0.606
C -1.6274 -6.6422 0.5934 -0.639
C 1.9765 3.1505 2.6517 0.767
C -3.2406 0.1821 -0.9102 2.964
C -3.6621 5.5003 0.9418 -0.856
C -3.3147 -3.6291 -2.4816 0.361
C -0.5455 -4.8275 1.7098 0.693
C -2.8907 5.3010 -0.3075 -0.428
C -3.4125 -3.6080 -4.7711 -0.704
C -3.9662 -3.0149 1.3195 0.852
C 2.7816 -3.9196 5.2209 -0.517
C 1.0188 -0.5541 3.9180 -0.243
C -4.3293 -3.7162 -3.5768 -0.471
C 4.0018 -3.1249 4.8058 -0.312
C -4.9463 -3.4553 2.4204 -0.984
C -4.2407 0.1407 -2.0482 -0.459
C 1.6372 -1.6669 -4.9063 -0.810
C 3.4369 4.6206 3.5590 -0.916
C 4.4295 -3.9050 3.5727 -0.701
C -0.2073 -1.2790 4.3431 0.185
C -2.9552 4.5496 1.8908 -0.580
C 3.9994 4.2360 2.2326 -0.698
C -2.1457 -2.7634 -3.0122 0.836
C 2.2473 -2.6755 -3.9798 0.038
C -0.9394 2.5426 -2.9075 0.961
C -0.7938 0.7816 3.3784 0.303
C -5.5973 0.1069 -1.3213 -0.583
C 3.0607 -4.0906 2.8883 0.543
C 4.6916 2.2436 -4.7929 0.762
C 1.4901 6.0446 -2.2385 0.543
C -0.4351 -4.7294 0.2270 0.732
C -4.2217 -3.2098 3.7543 -0.644
C -1.0447 3.9391 -4.8968 -0.689
C 0.1589 2.9915 -4.9450 -0.709
C 0.8874 -1.3099 0.0543 -0.391
C 1.7307 -0.3818 -3.9625 0.639
C -1.5430 4.3122 1.2120 1.351
C 3.4031 -2.0015 -3.3078 -0.541
C -3.9483 1.0252 0.1308 -0.048
C -1.6723 3.7302 -3.5261 -0.484
C 4.9696 -0.9662 1.3500 0.604
H -4.7490 -2.5058 4.3980 0.374
H -2.5755 -5.5921 2.2145 -0.136
H 2.1286 -1.4642 -5.8579 0.342
H -4.1246 1.1050 -2.5430 0.178
H 2.1424 -3.2582 5.8057 0.200
H 1.0703 3.5192 -5.2259 0.235
H -2.9494 6.1615 -0.9741 0.432
H -4.0280 -4.1949 4.1786 0.308
H -2.0759 -1.9358 1.5811 -0.651
H -0.6680 4.9530 -5.0317 0.260
H 0.5404 -4.4020 -0.1326 0.136
H -3.6699 -3.1779 -1.5551 -0.510
H -0.7379 1.8376 3.6429 0.409
H -2.1851 -0.5264 4.4806 0.276
H 4.9402 3.7374 2.4658 0.107
H -0.7072 -3.9061 2.2692 -0.308
H -1.3260 3.2920 0.8953 -0.877
H -1.7053 3.6702 -5.7211 0.216
H -4.8680 -2.7730 -3.6688 0.152
H 5.1867 -3.3408 3.0282 0.197
H 0.7779 -0.3577 -3.4336 -0.442
H -5.3265 -4.4696 2.2995 0.374
H 2.4878 -3.6350 -4.4378 0.549
H 3.0531 -4.7682 5.8489 0.396
H -0.7901 4.6862 1.9058 -0.275
H -3.4073 -3.9154 1.0650 -0.544
H -4.3837 -2.6095 0.3979 0.008
H -2.2295 -1.7702 -2.5710 -0.669
H -1.4848 -7.7190 0.6849 0.312
H 1.5232 5.1970 3.0104 0.260
H 3.0604 -4.8822 2.1390 0.578
H 2.6863 -3.1969 2.3890 -0.604
H 1.7181 -1.2428 3.4440 -0.426
H -2.9410 -4.6265 -2.2499 0.310
H 1.5899 4.1638 4.5186 0.450
H -2.7218 3.4648 -3.6531 0.436
H -5.0064 -4.5674 -3.6481 0.410
H -6.3527 0.8125 -1.6673 0.367
H 1.0325 2.9595 2.1412 -1.362
H -6.0152 -0.8996 -1.3024 0.230
H 3.5841 5.6694 3.8169 0.417
H -3.9463 2.0986 -0.0585 -0.023
H -1.2546 -3.3151 -2.7128 0.126
H -3.6341 0.8847 1.1650 -0.100
H -2.2970 0.6713 -1.1519 -0.952
H 0.0733 -1.7695 5.2752 0.597
H 3.9974 4.2080 4.3978 0.340
H 2.2584 2.2487 3.1951 0.007
H -0.4586 -2.0352 3.5995 -0.452
H -1.4777 1.6126 -3.0902 -0.213
H -0.7634 2.6154 -1.8343 -0.817
H -2.8333 5.0079 2.8722 0.408
H 0.4217 -5.1481 2.0969 0.193
H 4.1712 5.1163 1.6131 0.313
H -3.4951 -1.0209 2.0109 0.221
H -3.8966 -3.2679 -5.6866 0.405
H -1.6447 4.5564 -2.8156 -0.045
H -4.7336 5.3342 0.8307 0.330
H 4.8238 -4.8731 3.8814 0.394
H -5.8518 -2.8486 2.4341 0.316
H -0.9592 0.3353 5.4316 0.414
H -1.1557 -4.0875 -0.2798 -0.565
H 0.6002 -1.8908 -5.1565 0.421
H -3.1330 4.4068 -0.8819 0.158
H -2.5623 -6.4356 0.0723 0.305
H 3.6923 -2.0927 4.6415 0.032
H 1.5467 -0.0202 4.7082 0.487
H -3.4935 3.6117 2.0276 0.216
H 4.8173 -3.1747 5.5274 0.414
H 1.5113 -2.9703 -3.2318 -0.468
H 4.2188 -1.8037 -4.0031 0.326
H -3.1216 -0.8537 -0.5921 -1.141
H 0.0485 2.1574 -5.6379 0.471
H -1.1912 -6.6350 2.6925 0.494
H 1.9260 0.4579 -4.6295 -0.349
H -4.1447 -0.6250 -2.8180 0.211
H 3.7760 -2.4556 -2.3897 0.147
H -3.0075 -4.5941 -4.9982 0.284
H -1.4858 0.5275 2.5754 -0.735
H -3.5616 6.5294 1.2869 0.339
```

- M: 1408.570 g/mol
- Energy relative to the best compared isomer or geometry (same formula, charge and spin): 0.0 kcal per mole
- Frontier orbital gap: 9.63 eV
- HOMO energy: -9.14 eV
- Charge: 0
- Total energy: -169197.6795 eV